Run P
The following is a DFT calculation (the ωB97M-V functional and the def2-TZVPD basis) of a cluster of 3 separate species, C2H9O2S in total.

Bonds (Å) are listed after each position.
Geometry (Å):
1 C 0.318 0.119 -1.938  C2 1.542, H4 1.093, H5 1.107, H6 1.104
2 C -0.082 -0.101 -0.465  C1 1.542, S3 1.825, H7 1.099, H8 1.109
3 S 1.377 0.064 0.618  C2 1.825
4 H 0.844 -0.823 -2.113  C1 1.093
5 H -0.522 0.302 -2.635  C1 1.107
6 H 1.013 0.969 -2.057  C1 1.104
7 H -1.005 0.405 -0.151  C2 1.099
8 H -0.366 -1.172 -0.433  C2 1.109
9 H 0.325 3.073 0.003  O11 0.959
10 H 0.418 2.067 1.136  O11 0.991
11 O 0.234 3.024 0.956  H9 0.959, H10 0.991
12 H -0.173 -2.897 2.475  O14 0.971
13 H -1.237 -2.083 2.083  O14 0.974
14 O -1.142 -2.948 2.522  H12 0.971, H13 0.974

For the frontier orbital gap, the calculation gives 0.259 hartree. The charge is -1. Its HOMO energy is -2.989 eV.

Atom charges from the natural (NBO) analysis, given in e for atoms 1 to 8:
1. C -0.629
2. C -0.533
3. S -0.706
4. H 0.206
5. H 0.173
6. H 0.197
7. H 0.173
8. H 0.167

Run Q
The following is a DFT calculation (the ωB97M-V functional and the def2-TZVPD basis) of a cluster of 3 separate species, C2H9O2S in total.

Bonds (Å) are listed after each position.
Geometry (Å):
1 C -1.012 -1.256 -1.758  C2 1.517, H4 1.093, H5 1.097, H6 1.105
2 C -0.036 -0.539 -0.845  C1 1.517, S3 1.830, H7 1.095, H8 1.089
3 S -0.608 -0.446 0.891  C2 1.830
4 H -1.908 -0.686 -2.016  C1 1.093
5 H -1.347 -2.205 -1.321  C1 1.097
6 H -0.576 -1.568 -2.724  C1 1.105
7 H 0.079 0.480 -1.228  C2 1.095
8 H 0.942 -1.018 -0.875  C2 1.089
9 H -0.230 2.150 1.955  O11 0.966
10 H -1.326 2.256 0.978  O11 0.967
11 O -0.695 2.824 1.441  H9 0.966, H10 0.967
12 H 2.495 0.539 2.364  O14 0.967
13 H 1.650 -0.374 1.441  O14 0.981
14 O 2.572 -0.156 1.696  H12 0.967, H13 0.981

For the frontier orbital gap, the calculation gives 0.261 hartree. The charge is -1. Its HOMO energy is -3.038 eV.

Atom charges from the natural (NBO) analysis, given in e for atoms 1 to 8:
1. C -0.611
2. C -0.520
3. S -0.734
4. H 0.190
5. H 0.199
6. H 0.172
7. H 0.180
8. H 0.181

Run R
The following is a DFT calculation (the ωB97M-V functional and the def2-TZVPD basis) of a cluster of 3 separate species, C2H9O2S in total.

Bonds (Å) are listed after each position.
Geometry (Å):
1 C -1.977 0.182 -0.116  C2 1.484, H4 1.174, H5 1.134, H6 1.088
2 C -0.912 -0.747 -0.569  C1 1.484, S3 1.879, H7 1.141, H8 1.119
3 S 0.774 -0.416 0.191  C2 1.879
4 H -1.942 1.340 -0.305  C1 1.174
5 H -2.277 -0.106 0.939  C1 1.134
6 H -2.799 -0.047 -0.791  C1 1.088
7 H -0.654 -0.890 -1.671  C2 1.141
8 H -1.215 -1.784 -0.276  C2 1.119
9 H 0.459 0.324 2.164  O11 1.032
10 H -0.374 -0.809 2.894  O11 1.008
11 O 0.219 -0.021 3.107  H9 1.032, H10 1.008
12 H 0.738 0.555 -2.461  O14 0.909
13 H 1.888 1.277 -2.194  O14 0.914
14 O 1.172 1.294 -2.763  H12 0.909, H13 0.914

For the frontier orbital gap, the calculation gives 0.261 hartree. The charge is -1. Its HOMO energy is -2.967 eV.

Atom charges from the natural (NBO) analysis, given in e for atoms 1 to 8:
1. C -0.626
2. C -0.512
3. S -0.726
4. H 0.206
5. H 0.204
6. H 0.181
7. H 0.176
8. H 0.179

Run S
The following is a DFT calculation (the ωB97M-V functional and the def2-TZVPD basis) of a cluster of 3 separate species, C2H9O2S in total.

Bonds (Å) are listed after each position.
Geometry (Å):
1 C -2.012 0.592 -1.771  C2 1.513, H4 1.084, H5 1.095, H6 1.101
2 C -1.292 0.359 -0.461  C1 1.513, S3 1.834, H7 1.095, H8 1.092
3 S 0.535 0.395 -0.611  C2 1.834
4 H -2.023 -0.219 -2.490  C1 1.084
5 H -1.626 1.475 -2.291  C1 1.095
6 H -3.073 0.872 -1.681  C1 1.101
7 H -1.590 -0.644 -0.138  C2 1.095
8 H -1.597 1.076 0.305  C2 1.092
9 H 1.833 -1.752 0.717  O11 0.969
10 H 1.159 -2.339 -0.463  O11 0.967
11 O 1.458 -2.595 0.420  H9 0.969, H10 0.967
12 H 1.306 0.573 2.964  O14 0.979
13 H 0.507 1.046 1.683  O14 0.976
14 O 0.553 1.117 2.655  H12 0.979, H13 0.976

For the frontier orbital gap, the calculation gives 0.257 hartree. The charge is -1. Its HOMO energy is -2.963 eV.

Atom charges from the natural (NBO) analysis, given in e for atoms 1 to 8:
1. C -0.612
2. C -0.521
3. S -0.740
4. H 0.191
5. H 0.197
6. H 0.172
7. H 0.180
8. H 0.183

Name the most stable of them. run Q.

Run P
The following is a DFT calculation (the ωB97M-V functional and the def2-TZVPD basis) of a cluster of 2 separate species, C2H8NO in total.

Bonds (Å) are listed after each position.
Geometry (Å):
1 O -2.136 -1.782 0.682  H2 0.993
2 H -2.725 -1.942 1.464  O1 0.993
3 C 0.485 -0.809 0.146  N4 1.501, H6 1.108, H7 1.089, H8 1.096
4 N 0.466 0.250 -0.917  C3 1.501, C5 1.459, H9 1.013
5 C 0.601 1.596 -0.370  N4 1.459, H10 1.097, H11 1.086, H12 1.085
6 H -0.497 -1.220 0.454  C3 1.108
7 H 1.084 -1.524 -0.415  C3 1.089
8 H 1.118 -0.663 1.029  C3 1.096
9 H -0.432 0.138 -1.372  N4 1.013
10 H 0.415 2.424 -1.066  C5 1.097
11 H 1.651 1.708 -0.117  C5 1.086
12 H -0.029 1.824 0.483  C5 1.085

For the frontier orbital gap (spin up / spin down), the calculation gives 0.354 / 0.234 hartree. The charge is 0. As for the spin multiplicity: 2. Its HOMO energy (spin up / spin down) is -8.768 / -8.690 eV.

Atom charges from the natural (NBO) analysis, given in e for atoms 1 to 8:
1. O -0.469
2. H 0.426
3. C -0.442
4. N -0.613
5. C -0.420
6. H 0.216
7. H 0.206
8. H 0.193

Run Q
The following is a DFT calculation (the ωB97M-V functional and the def2-TZVPD basis) of a cluster of 2 separate species, C2H8NO in total.

Bonds (Å) are listed after each position.
Geometry (Å):
1 N 0.302 0.318 -2.700  H2 1.031, H3 1.045, H4 1.041, H5 1.047
2 H 0.079 0.327 -1.693  N1 1.031
3 H -0.432 0.838 -3.232  N1 1.045
4 H 0.425 -0.651 -3.059  N1 1.041
5 H 1.192 0.838 -2.885  N1 1.047
6 O 0.411 -0.730 0.259  C7 1.204
7 C -0.025 -0.546 1.367  O6 1.204, C8 1.489, H9 1.104
8 C -0.669 0.724 1.799  C7 1.489, H10 1.095, H11 1.092, H12 1.084
9 H 0.061 -1.349 2.119  C7 1.104
10 H -1.751 0.631 1.940  C8 1.095
11 H -0.294 1.045 2.774  C8 1.092
12 H -0.509 1.507 1.066  C8 1.084

For the frontier orbital gap (spin up / spin down), the calculation gives 0.170 / 0.417 hartree. The charge is 0. As for the spin multiplicity: 2. Its HOMO energy (spin up / spin down) is -3.693 / -10.573 eV.

Atom charges from the natural (NBO) analysis, given in e for atoms 1 to 8:
1. N -1.362
2. H 0.412
3. H 0.292
4. H 0.349
5. H 0.315
6. O -0.549
7. C 0.451
8. C -0.736

Name the most stable of them. run Q.

Run P
The following is a DFT calculation (the ωB97M-V functional and the def2-TZVPD basis) of the molecule C3H3Cl2F.

Bonds (Å) are listed after each position.
Geometry (Å):
1 C 1.320 0.276 0.474  C2 1.319, Cl5 1.689, H7 1.172
2 C 0.301 0.188 -0.359  C1 1.319, C3 1.642, F4 1.386
3 C -1.160 -0.537 -0.163  C2 1.642, Cl6 1.823, H8 0.992, H9 1.117
4 F 0.391 0.698 -1.645  C2 1.386
5 Cl 2.756 1.113 0.177  C1 1.689
6 Cl -2.075 0.454 1.063  C3 1.823
7 H 0.973 -0.193 1.490  C1 1.172
8 H -1.038 -1.453 0.199  C3 0.992
9 H -1.468 -0.547 -1.237  C3 1.117

For the frontier orbital gap, the calculation gives 0.388 hartree. As for the SMILES: F/C(=C\Cl)CCl. The charge is 0. Its HOMO energy is -9.734 eV.

Atom charges from the natural (NBO) analysis, given in e for atoms 1 to 8:
1. C -0.347
2. C 0.370
3. C -0.387
4. F -0.346
5. Cl 0.067
6. Cl -0.050
7. H 0.241
8. H 0.206

Run Q
The following is a DFT calculation (the ωB97M-V functional and the def2-TZVPD basis) of the molecule C3H3Cl2F.

Bonds (Å) are listed after each position.
Geometry (Å):
1 C -0.846 -0.872 0.604  C2 1.338, H4 1.083, Cl8 1.669
2 C 0.090 0.085 0.600  C1 1.338, C3 1.510, H5 1.085
3 C 0.796 0.400 -0.697  C2 1.510, H6 1.039, F7 1.423, Cl9 1.789
4 H -1.309 -1.186 -0.322  C1 1.083
5 H 0.358 0.486 1.571  C2 1.085
6 H 1.764 0.053 -0.847  C3 1.039
7 F -0.071 0.136 -1.795  C3 1.423
8 Cl -1.819 -1.244 1.908  C1 1.669
9 Cl 1.036 2.142 -1.022  C3 1.789

For the frontier orbital gap, the calculation gives 0.394 hartree. As for the SMILES: F[C@@H](Cl)/C=C/Cl. The charge is 0. Its HOMO energy is -10.076 eV.

Atom charges from the natural (NBO) analysis, given in e for atoms 1 to 8:
1. C -0.208
2. C -0.285
3. C 0.201
4. H 0.229
5. H 0.238
6. H 0.196
7. F -0.358
8. Cl 0.047

Run R
The following is a DFT calculation (the ωB97M-V functional and the def2-TZVPD basis) of the molecule C3H3Cl2F.

Bonds (Å) are listed after each position.
Geometry (Å):
1 C -0.280 0.907 -0.917  C2 1.620, H4 1.203, H5 1.105, F7 1.448
2 C -0.452 0.005 0.418  C1 1.620, C3 1.323, H6 1.064
3 C 0.393 -0.944 0.787  C2 1.323, Cl8 1.833, Cl9 1.725
4 H -0.105 2.012 -0.473  C1 1.203
5 H -1.218 0.855 -1.498  C1 1.105
6 H -0.743 0.498 1.316  C2 1.064
7 F 0.781 0.398 -1.760  C1 1.448
8 Cl 1.131 -2.231 -0.290  C3 1.833
9 Cl 0.494 -1.501 2.417  C3 1.725

For the frontier orbital gap, the calculation gives 0.377 hartree. As for the SMILES: FCC=C(Cl)Cl. The charge is 0. Its HOMO energy is -9.951 eV.

Atom charges from the natural (NBO) analysis, given in e for atoms 1 to 8:
1. C 0.037
2. C -0.305
3. C -0.019
4. H 0.195
5. H 0.191
6. H 0.231
7. F -0.361
8. Cl -0.011

Name the most stable of them. run Q.

Run P
The following is a DFT calculation (the ωB97M-V functional and the def2-TZVPD basis) of the molecule C3H3Cl2F.

Bonds (Å) are listed after each position.
Geometry (Å):
1 C -0.757 0.326 0.798  C2 1.493, H4 1.237, F7 1.380, Cl8 1.805
2 C 0.393 -0.104 -0.052  C1 1.493, C3 1.292, Cl9 1.814
3 C 0.430 -0.312 -1.326  C2 1.292, H5 1.256, H6 1.035
4 H -1.473 0.926 -0.013  C1 1.237
5 H 1.279 -1.177 -1.653  C3 1.256
6 H -0.364 -0.231 -1.986  C3 1.035
7 F -1.409 -0.604 1.580  C1 1.380
8 Cl -0.001 1.650 1.765  C1 1.805
9 Cl 1.901 -0.474 0.886  C2 1.814

For the frontier orbital gap, the calculation gives 0.401 hartree. As for the SMILES: C=C(Cl)[C@@H](F)Cl. The charge is 0. Its HOMO energy is -10.377 eV.

Atom charges from the natural (NBO) analysis, given in e for atoms 1 to 8:
1. C 0.164
2. C -0.056
3. C -0.378
4. H 0.206
5. H 0.241
6. H 0.216
7. F -0.314
8. Cl -0.042

Run Q
The following is a DFT calculation (the ωB97M-V functional and the def2-TZVPD basis) of the molecule C3H3Cl2F.

Bonds (Å) are listed after each position.
Geometry (Å):
1 C 0.049 0.072 1.187  C2 1.439, H4 1.191, H5 1.053, Cl8 1.936
2 C 0.556 -0.406 -0.072  C1 1.439, C3 1.421, H6 1.247
3 C -0.292 -0.453 -1.211  C2 1.421, F7 1.376, Cl9 1.761
4 H 0.337 -0.280 2.288  C1 1.191
5 H -0.998 -0.028 1.216  C1 1.053
6 H 1.658 -0.284 -0.643  C2 1.247
7 F 0.070 -0.438 -2.539  C3 1.376
8 Cl 0.629 1.919 1.167  C1 1.936
9 Cl -2.008 -0.102 -1.393  C3 1.761

For the frontier orbital gap, the calculation gives 0.358 hartree. As for the SMILES: F/C(Cl)=C/CCl. The charge is 0. Its HOMO energy is -9.756 eV.

Atom charges from the natural (NBO) analysis, given in e for atoms 1 to 8:
1. C -0.347
2. C -0.352
3. C 0.401
4. H 0.252
5. H 0.230
6. H 0.275
7. F -0.324
8. Cl -0.136

Name the most stable of them. run P.